Run a
25
Properties=species:S:1:pos:R:3 method="wB97M-V/def2-TZVPD" multiplicity=2 orbital_gap_ev="3.37 / 9.61"
N -1.370 2.582 0.026
C -0.114 2.342 -0.800
C -0.050 0.813 -1.104
N -0.300 -0.081 0.025
C 0.338 -0.532 2.270
C 0.915 -0.401 0.843
C 1.462 -1.730 0.476
H -2.253 2.577 -0.477
H -1.325 1.659 0.662
H -1.436 3.340 0.680
H 0.680 2.726 -0.191
H -0.062 2.832 -1.774
H 0.925 0.674 -1.621
H -0.783 0.673 -1.873
H -0.851 -0.821 -0.314
H 1.099 -1.053 2.847
H -0.618 -1.052 2.274
H 0.221 0.424 2.675
H 1.683 0.347 0.722
H 0.674 -2.502 0.349
H 2.092 -1.761 -0.473
H 2.128 -2.026 1.300
H -1.627 -3.205 -2.709
H -0.376 -3.220 -1.744
O -1.052 -2.604 -2.070


Run b
25
Properties=species:S:1:pos:R:3 method="wB97M-V/def2-TZVPD" multiplicity=2 orbital_gap_ev="3.00 / 10.91"
N 1.346 1.159 -1.168
C 0.090 0.376 -1.369
C -1.075 1.229 -1.875
C -0.263 -0.254 -0.026
N 0.943 -0.787 0.660
C 0.690 -0.887 2.142
C 1.412 -2.103 0.119
H 1.655 -0.044 0.536
H 1.887 1.158 -2.038
H 1.122 2.148 -1.089
H 0.317 -0.363 -2.138
H -1.868 0.621 -2.307
H -1.506 1.817 -1.063
H -0.703 1.934 -2.617
H -0.721 0.469 0.641
H -0.969 -1.072 -0.193
H -0.216 -1.476 2.269
H 1.563 -1.343 2.602
H 0.674 0.137 2.540
H 2.164 -2.498 0.789
H 1.820 -1.855 -0.868
H 0.555 -2.757 0.000
H -2.428 1.804 1.896
H -3.696 1.446 1.248
O -2.794 1.141 1.309


Least stable structure: run a


Run a
12
Properties=species:S:1:pos:R:3 method="wB97M-V/def2-TZVPD" orbital_gap_ev=6.81 charge=-1
C 1.570 1.576 -1.217
S 1.478 0.741 0.400
H 2.032 0.902 -1.957
H 2.321 2.350 -1.088
H 0.632 1.842 -1.712
N -0.876 -0.996 -0.745
C -1.411 -1.433 0.441
N -2.381 -0.863 1.069
H -1.476 -0.563 -1.432
H 0.025 -0.448 -0.645
H -1.009 -2.392 0.793
H -2.094 -0.883 2.055


Run b
12
Properties=species:S:1:pos:R:3 method="wB97M-V/def2-TZVPD" orbital_gap_ev=7.35 charge=-1
C -2.046 -1.653 -0.919
S -0.963 -1.484 0.691
H -1.477 -2.564 -1.378
H -2.026 -0.767 -1.610
H -3.064 -1.841 -0.551
N 0.452 1.094 -0.033
C 1.751 1.410 -0.412
N 2.385 2.442 0.144
H -0.179 1.928 0.145
H 0.089 0.044 0.112
H 2.256 0.492 -0.706
H 1.725 3.157 0.138


Least stable structure: run a


Run a
50
Properties=species:S:1:pos:R:3 method="wB97M-V/def2-TZVPD" orbital_gap_ev=9.23 charge=-1
C 0.306 0.063 -0.051
O 0.438 0.636 1.061
O -0.596 -0.913 -0.180
O 1.137 0.186 -0.965
H -1.105 -0.985 0.644
O 0.771 0.159 -3.712
H 0.955 0.197 -2.770
H 0.485 1.049 -3.985
O 1.278 -0.290 3.606
H 0.987 -1.172 3.736
H 0.964 -0.063 2.732
O 0.270 2.862 -3.181
H 0.876 3.559 -3.429
H 0.601 2.522 -2.339
O -2.196 -1.734 2.568
H -1.412 -2.246 2.733
H -2.842 -2.138 3.118
O 3.245 0.221 1.274
H 2.608 0.272 0.496
H 4.037 0.695 1.012
O 0.180 2.540 2.938
H -0.498 2.166 3.493
H 0.213 1.933 2.190
O 0.850 3.070 -0.294
H 0.663 2.134 -0.267
H 0.099 3.608 -0.479
O 1.354 -2.998 -0.246
H 1.851 -3.099 -1.054
H 0.683 -2.314 -0.539
O -1.502 0.523 4.119
H -1.672 -0.035 3.358
H -1.014 -0.004 4.716
O -2.917 0.963 0.902
H -3.369 1.797 1.122
H -2.261 1.306 0.279
O -1.559 -1.041 -2.699
H -0.949 -0.528 -3.223
H -1.498 -0.648 -1.882
O -2.509 -2.851 -0.430
H -2.279 -3.119 0.409
H -1.726 -2.957 -0.947
O 3.171 -1.368 -2.060
H 2.428 -0.885 -1.687
H 3.903 -0.930 -1.645
O 3.671 1.082 -3.285
H 2.903 0.596 -3.588
H 3.368 1.404 -2.474
O -4.534 -1.130 0.261
H -3.833 -1.752 0.040
H -4.023 -0.340 0.587


Run b
50
Properties=species:S:1:pos:R:3 method="wB97M-V/def2-TZVPD" orbital_gap_ev=7.62 charge=-1
C 0.040 0.313 0.203
O -0.201 0.558 -0.997
O 0.577 -0.917 0.577
O -0.405 1.025 1.125
H 0.571 -1.672 -0.046
O 3.022 -1.133 2.336
H 3.567 -1.481 3.038
H 2.727 -1.915 1.876
O -1.521 0.946 -3.241
H -0.710 1.009 -2.789
H -1.233 0.305 -3.868
O 3.216 -0.487 -1.005
H 3.314 -0.813 -1.898
H 2.946 -1.381 -0.778
O -2.571 2.894 1.616
H -3.478 3.187 1.428
H -2.465 2.144 1.048
O 0.602 3.375 -0.039
H 1.227 2.669 -0.218
H -0.261 2.957 -0.172
O -0.265 -3.380 -0.044
H 0.161 -3.885 -0.730
H -1.198 -3.547 -0.231
O 1.994 1.585 2.313
H 1.211 1.342 1.833
H 2.593 0.850 1.973
O 2.540 -2.860 -0.387
H 2.125 -3.076 0.451
H 2.238 -3.614 -0.809
O 0.930 2.145 -3.188
H 1.129 1.878 -4.084
H 1.540 1.766 -2.586
O -0.623 1.534 3.892
H -0.693 1.236 2.961
H -0.136 0.845 4.309
O 1.023 -1.070 -2.693
H 0.245 -1.594 -2.811
H 0.676 -0.403 -2.108
O -2.607 -0.067 1.956
H -2.554 -0.319 2.876
H -1.693 0.115 1.659
O -1.800 3.302 -1.190
H -2.020 2.444 -1.477
H -2.562 3.815 -1.336
O -1.538 -2.742 2.362
H -2.413 -2.519 2.019
H -0.930 -2.903 1.642
O -2.337 -1.072 -1.367
H -1.581 -0.567 -1.119
H -2.421 -0.822 -2.283


Least stable structure: run b


Run a
24
Properties=species:S:1:pos:R:3 method="wB97M-V/def2-TZVPD" orbital_gap_ev=3.92
C -1.082 -1.825 -0.095
N -0.595 -1.251 -1.347
C 0.236 2.669 -0.492
N 0.161 1.304 -0.087
H -0.373 -2.642 0.207
H -2.195 -2.060 -0.289
H -0.956 -1.053 0.636
H 0.449 -1.346 -1.433
H 1.024 3.098 -0.021
H -0.671 3.201 -0.172
H 0.656 0.736 -0.805
H -0.735 0.821 -0.089
H 0.315 2.929 -1.586
H 2.784 -2.146 1.363
O 1.878 -1.936 1.034
H 1.973 -1.404 0.182
H 2.917 -0.724 -1.466
O 2.015 -0.553 -1.153
H -0.969 -1.810 -2.117
H -3.158 1.549 0.914
O -2.500 0.984 0.632
H 0.337 0.728 1.820
H -1.216 0.490 1.976
O -0.295 0.242 2.388


Run b
24
Properties=species:S:1:pos:R:3 method="wB97M-V/def2-TZVPD" smiles=NCCN.O.O.O.O orbital_gap_ev=8.84
N 0.241 0.755 2.835
C 0.718 1.274 1.532
C -0.340 1.878 0.601
N -0.551 1.457 -0.781
H -0.110 -0.073 2.935
H -0.264 1.366 3.210
H 1.313 0.484 0.951
H 1.372 2.137 1.816
H -1.327 1.890 1.140
H -0.220 2.999 0.521
H 0.252 1.574 -1.332
H -0.876 0.382 -0.781
H -0.459 -2.158 1.078
H -0.054 -3.213 2.053
O -0.499 -2.402 1.987
H -0.658 -0.927 -0.911
H -1.522 -2.060 -1.264
O -0.636 -1.843 -0.831
H -1.619 -0.163 -3.086
H -1.848 -1.599 -3.012
O -1.204 -0.968 -3.319
H 2.745 0.518 -2.218
H 2.796 0.170 -0.608
O 2.386 0.748 -1.295


Least stable structure: run a


Run a
24
Properties=species:S:1:pos:R:3 method="wB97M-V/def2-TZVPD" orbital_gap_ev=8.61 charge=+1
C -1.690 -1.068 -0.476
C -1.794 0.182 -0.074
C 1.456 -0.365 -0.829
C -1.306 -1.803 0.606
C 1.202 1.954 -0.734
C 0.979 1.434 -2.191
C -1.101 -0.872 1.639
C -0.434 -1.054 3.045
N 1.550 0.673 -0.019
N 1.135 -0.098 -2.058
O -1.469 0.318 1.229
H -1.876 -1.527 -1.405
H -2.321 1.095 -0.531
H -1.215 -2.818 0.695
H 1.487 -1.365 -0.345
H 1.768 2.762 -0.958
H 0.274 2.376 -0.407
H -0.062 1.596 -2.477
H 1.676 1.858 -2.875
H -0.294 -2.096 3.273
H -1.262 -0.659 3.707
H 0.492 -0.417 3.000
H 1.872 0.685 0.881
H 0.933 -0.788 -2.696


Run b
24
Properties=species:S:1:pos:R:3 method="wB97M-V/def2-TZVPD" orbital_gap_ev="8.88 / 8.88" charge=+1
C -0.871 -2.267 2.128
C -1.971 -3.034 0.425
C -1.112 -1.219 1.207
C -0.960 1.362 1.962
C -2.094 1.142 0.917
C -0.951 0.186 1.156
C 1.885 -0.167 -2.205
C 1.101 -0.404 -0.915
N -1.881 -1.794 0.180
N 0.207 0.697 -0.565
O -1.348 -3.378 1.604
H -0.337 -2.483 3.057
H -2.524 -3.747 -0.066
H -0.267 2.175 1.792
H -1.316 1.189 3.056
H -2.954 0.690 1.292
H -2.223 1.584 -0.045
H 2.884 -0.290 -2.044
H 1.672 -0.780 -3.060
H 1.950 0.883 -2.371
H 1.704 -0.703 -0.083
H 0.519 -1.298 -1.041
H -0.562 0.606 -1.182
H 0.527 1.631 -0.439


Least stable structure: run b


Run a
17
Properties=species:S:1:pos:R:3 method="wB97M-V/def2-TZVPD" smiles="NC(N)=NNCC(=O)O" orbital_gap_ev=9.23
C 1.551 0.166 0.032
C -1.805 -0.720 -0.592
C -2.534 0.386 0.186
H 2.915 -0.795 1.209
H 1.185 -1.313 1.372
H 2.016 1.827 -0.965
H 2.890 1.641 0.489
H -0.153 -1.742 -0.671
H -1.756 -0.460 -1.667
H -2.296 -1.677 -0.390
H -0.879 1.249 0.126
N 1.932 -0.724 0.988
N 2.424 1.179 -0.297
N 0.418 0.149 -0.566
N -0.437 -0.911 -0.162
O -1.800 1.498 0.375
O -3.670 0.249 0.534


Run b
17
Properties=species:S:1:pos:R:3 method="wB97M-V/def2-TZVPD" smiles="CN(C(=O)O)/C(N)=N/N" orbital_gap_ev=8.47
C 1.542 1.134 -0.188
N -1.378 -1.040 0.113
C -0.881 1.692 -0.158
C -0.150 -0.619 -0.013
N -1.536 -2.397 0.135
N 0.878 -1.531 -0.047
O -0.508 2.957 0.177
N 0.142 0.745 -0.082
O -2.026 1.511 -0.542
H 0.317 2.997 0.682
H -2.427 -2.594 0.604
H -1.724 -2.701 -0.827
H 0.433 -2.436 0.124
H 1.577 -1.374 0.665
H 2.026 0.948 0.777
H 2.039 0.527 -0.951
H 1.677 2.181 -0.467


Least stable structure: run b